Entry 1:
The following is a quantum chemistry calculation of one molecule with the formula C5H6IN3 at a distorted geometry, from the Open Molecules 2025 dataset.

The geometry in ORCA input format:
```
! RIJCOSX wB97M-V def2-TZVPD def2/J DEFGRID3
* xyz 0 1
C 1.65 -1.92 0.17
C 0.94 -0.68 -0.33
C -0.08 0.05 0.26
N -0.59 -0.17 1.51
N -1.54 0.75 1.83
N -1.77 1.50 0.81
C -0.97 1.15 -0.19
C -1.09 1.98 -1.57
I -2.43 3.51 -1.80
H 1.52 -2.23 1.21
H 2.72 -1.58 0.10
H 1.50 -2.53 -0.62
H 1.35 -0.33 -1.26
H -0.36 -0.84 2.23
H -0.84 1.34 -2.36
*
```

The energy above the lowest of the compared OMol25 structures with the same formula, charge and spin is 69.3 kcal/mol. The orbital gap (spin up / spin down) is 7.08 / 7.30 eV. Its HOMO energy (spin up / spin down) is -7.61 / -7.93 eV.

Listed below, in e, are the natural (NBO) charges computed for each atom: atom 1 (C): -0.649, atom 2 (C): -0.152, atom 3 (C): 0.036, atom 4 (N): -0.384, atom 5 (N): -0.011, atom 6 (N): -0.257, atom 7 (C): 0.083, atom 8 (C): -0.382, atom 9 (I): 0.235, atom 10 (H): 0.217, atom 11 (H): 0.225, atom 12 (H): 0.229, atom 13 (H): 0.205, atom 14 (H): 0.416, atom 15 (H): 0.187

***

Entry 2:
The following is a quantum chemistry calculation of a 2-piece molecular cluster, C5H6IN3 overall at a distorted geometry, from the Open Molecules 2025 dataset.

The geometry in ORCA input format:
```
! RIJCOSX wB97M-V def2-TZVPD def2/J DEFGRID3
* xyz 0 1
C -1.91 1.83 0.22
C -0.54 2.20 0.10
C -2.24 0.51 -0.03
C -0.11 0.13 -0.51
C 1.70 -2.34 0.05
N 0.30 1.28 -0.20
N -1.32 -0.38 -0.47
N 2.13 -1.32 -0.78
I 3.22 0.23 -0.11
H -2.53 2.74 0.51
H -0.18 3.14 0.19
H -3.20 0.12 0.03
H 0.77 -2.92 -0.29
H 2.49 -3.01 0.23
H 1.44 -2.21 1.05
*
```

The energy above the lowest of the compared OMol25 structures with the same formula, charge and spin is 99.9 kcal/mol. The orbital gap (spin up / spin down) is 8.26 / 8.57 eV. Its HOMO energy (spin up / spin down) is -8.50 / -8.43 eV.

Listed below, in e, are the natural (NBO) charges computed for each atom: atom 1 (C): -0.316, atom 2 (C): 0.108, atom 3 (C): 0.066, atom 4 (C): 0.538, atom 5 (C): -0.500, atom 6 (N): -0.500, atom 7 (N): -0.482, atom 8 (N): -0.499, atom 9 (I): 0.328, atom 10 (H): 0.239, atom 11 (H): 0.192, atom 12 (H): 0.203, atom 13 (H): 0.216, atom 14 (H): 0.215, atom 15 (H): 0.192

***

Entry 3:
The following is a quantum chemistry calculation of C5H6INO as an isolated structure at a distorted geometry, from the Open Molecules 2025 dataset.

The geometry in ORCA input format:
```
! RIJCOSX wB97M-V def2-TZVPD def2/J DEFGRID3
* xyz 0 3
C 0.53 -1.40 -0.23
C 2.85 -2.09 -0.21
C 0.38 -0.77 1.14
C 0.81 0.09 -0.12
C -0.14 1.03 -0.74
N 1.66 -2.24 -0.35
O 3.97 -2.41 -0.04
I 2.89 0.78 0.05
H -0.22 -1.70 -0.89
H -0.68 -0.55 1.59
H 0.98 -0.81 2.00
H -0.28 0.78 -1.77
H 0.21 2.16 -0.81
H -1.05 1.13 -0.29
*
```

The energy above the lowest of the compared OMol25 structures with the same formula, charge and spin is 32.6 kcal/mol. The orbital gap (spin up / spin down) is 6.33 / 5.99 eV. Its HOMO energy (spin up / spin down) is -5.78 / -9.64 eV. Its expectation value of S² is 2.01.

Listed below, in e, are the natural (NBO) charges computed for each atom: atom 1 (C): -0.087, atom 2 (C): 0.805, atom 3 (C): -0.400, atom 4 (C): -0.283, atom 5 (C): -0.651, atom 6 (N): -0.534, atom 7 (O): -0.521, atom 8 (I): 0.369, atom 9 (H): 0.225, atom 10 (H): 0.219, atom 11 (H): 0.224, atom 12 (H): 0.214, atom 13 (H): 0.209, atom 14 (H): 0.212

***

Entry 4:
The following is a quantum chemistry calculation of one molecule with the formula C5H6INO at a distorted geometry, from the Open Molecules 2025 dataset.

The geometry in ORCA input format:
```
! RIJCOSX wB97M-V def2-TZVPD def2/J DEFGRID3
* xyz 0 3
C 1.09 -1.30 0.37
C -0.25 -0.16 -1.48
C -0.27 0.62 1.06
C -0.15 -1.38 -0.50
C -0.97 -0.19 -0.17
N 0.97 -0.16 1.16
O 2.10 -2.00 0.31
I -3.15 -0.17 0.12
H 0.52 0.48 -1.66
H -0.77 -0.36 -2.44
H 0.04 1.68 0.93
H -1.00 0.49 1.88
H -0.61 -2.34 -0.77
H 1.84 0.26 1.65
*
```

The energy above the lowest of the compared OMol25 structures with the same formula, charge and spin is 12.5 kcal/mol. The orbital gap (spin up / spin down) is 6.43 / 5.81 eV. Its HOMO energy (spin up / spin down) is -5.80 / -9.56 eV. Its expectation value of S² is 2.01.

Listed below, in e, are the natural (NBO) charges computed for each atom: atom 1 (C): 0.669, atom 2 (C): -0.404, atom 3 (C): -0.231, atom 4 (C): -0.350, atom 5 (C): -0.316, atom 6 (N): -0.640, atom 7 (O): -0.599, atom 8 (I): 0.386, atom 9 (H): 0.215, atom 10 (H): 0.219, atom 11 (H): 0.205, atom 12 (H): 0.184, atom 13 (H): 0.247, atom 14 (H): 0.415

***

Entry 5:
The following is a quantum chemistry calculation of C5H6LiMgNaO4 as an isolated structure at a distorted geometry, from the Open Molecules 2025 dataset.

The geometry in ORCA input format:
```
! RIJCOSX wB97M-V def2-TZVPD def2/J DEFGRID3
* xyz 2 1
O -1.45 -1.96 0.63
C -0.54 -1.35 1.23
O 0.41 -2.14 1.61
Mg 1.35 -2.75 -0.03
Na 1.46 -1.26 3.77
O 1.20 -1.22 -1.21
Li -2.56 -1.85 -0.87
C 0.34 -0.31 -1.08
O 0.51 0.68 -1.93
C -0.41 1.76 -2.01
H 0.13 2.59 -2.48
H -1.27 1.49 -2.64
H -0.77 2.08 -1.03
C -0.25 0.07 0.83
C 0.79 0.81 1.54
H -1.19 0.64 0.84
H 0.49 1.83 1.82
H 1.75 0.87 1.00
*
```

The energy above the lowest of the compared OMol25 structures with the same formula, charge and spin is 94.2 kcal/mol. The orbital gap (spin up / spin down) is 5.20 / 4.51 eV. Its HOMO energy (spin up / spin down) is -14.35 / -13.53 eV.

Listed below, in e, are the natural (NBO) charges computed for each atom: atom 1 (O): -0.837, atom 2 (C): 0.776, atom 3 (O): -1.011, atom 4 (Mg): 1.865, atom 5 (Na): 0.967, atom 6 (O): -0.926, atom 7 (Li): 0.975, atom 8 (C): 0.648, atom 9 (O): -0.471, atom 10 (C): -0.265, atom 11 (H): 0.239, atom 12 (H): 0.200, atom 13 (H): 0.195, atom 14 (C): -0.363, atom 15 (C): -0.662, atom 16 (H): 0.243, atom 17 (H): 0.219, atom 18 (H): 0.206

***

Entry 6:
The following is a quantum chemistry calculation of an isolated ion of composition C5H6N and charge +1 at a distorted geometry, from the Open Molecules 2025 dataset.

The geometry in ORCA input format:
```
! RIJCOSX wB97M-V def2-TZVPD def2/J DEFGRID3
* xyz 1 1
C 0.89 1.00 0.29
C -0.63 1.17 0.48
C -0.07 0.37 1.76
C -0.71 -0.33 0.62
C 0.39 -0.47 -1.74
N 0.33 -0.10 -0.35
H 0.93 0.04 2.20
H -0.64 0.82 2.53
H -1.59 -0.97 0.62
H -0.47 -1.23 -1.94
H 0.06 0.34 -2.43
H 1.51 -0.64 -2.04
*
```

The energy above the lowest of the compared OMol25 structures with the same formula, charge and spin is 207.7 kcal/mol. The orbital gap is 9.25 eV. Its HOMO energy is -15.43 eV.

Listed below, in e, are the natural (NBO) charges computed for each atom: atom 1 (C): 0.195, atom 2 (C): 0.131, atom 3 (C): -0.429, atom 4 (C): -0.045, atom 5 (C): -0.479, atom 6 (N): -0.190, atom 7 (H): 0.345, atom 8 (H): 0.319, atom 9 (H): 0.291, atom 10 (H): 0.274, atom 11 (H): 0.281, atom 12 (H): 0.308

***

Entry 7:
The following is a quantum chemistry calculation of a 2-piece molecular cluster, C5H6N overall at a distorted geometry, from the Open Molecules 2025 dataset.

The geometry in ORCA input format:
```
! RIJCOSX wB97M-V def2-TZVPD def2/J DEFGRID3
* xyz 1 1
C -0.20 1.28 -0.39
C 0.15 1.46 0.93
C -3.41 -0.05 -0.44
C 0.67 0.36 0.23
C 1.56 -0.68 -0.05
N -2.27 -0.07 -0.40
H -0.43 1.83 -1.20
H -0.03 2.09 1.80
H -4.41 -0.27 -0.58
H 2.00 -1.21 0.71
H 2.36 -0.17 -0.71
H 1.12 -1.40 -0.70
*
```

The energy above the lowest of the compared OMol25 structures with the same formula, charge and spin is 85.7 kcal/mol. The orbital gap is 12.37 eV. Its HOMO energy is -16.63 eV.

Listed below, in e, are the Mulliken charges computed for each atom: atom 1 (C): -0.177, atom 2 (C): -0.162, atom 3 (C): -0.085, atom 4 (C): 0.474, atom 5 (C): -1.020, atom 6 (N): -0.291, atom 7 (H): 0.467, atom 8 (H): 0.395, atom 9 (H): 0.377, atom 10 (H): 0.371, atom 11 (H): 0.292, atom 12 (H): 0.360

***

Entry 8:
The following is a quantum chemistry calculation of an isolated ion of composition C5H6N and charge +1 at a distorted geometry, from the Open Molecules 2025 dataset.

The geometry in ORCA input format:
```
! RIJCOSX wB97M-V def2-TZVPD def2/J DEFGRID3
* xyz 1 1
C 1.25 0.44 1.01
C 1.19 -0.88 0.39
C 2.22 -0.03 -0.34
C 0.12 0.07 -0.17
C -1.36 0.47 0.26
N 1.30 1.03 -0.29
H 1.12 -1.83 0.79
H 3.24 -0.05 -0.32
H -0.12 -0.40 -1.19
H -1.98 -0.33 0.00
H -1.73 1.41 -0.19
H -1.32 0.57 1.28
*
```

The energy above the lowest of the compared OMol25 structures with the same formula, charge and spin is 185.7 kcal/mol. The orbital gap is 9.46 eV. Its HOMO energy is -16.01 eV.

Listed below, in e, are the natural (NBO) charges computed for each atom: atom 1 (C): 0.291, atom 2 (C): -0.169, atom 3 (C): 0.159, atom 4 (C): -0.130, atom 5 (C): -0.577, atom 6 (N): -0.267, atom 7 (H): 0.287, atom 8 (H): 0.261, atom 9 (H): 0.384, atom 10 (H): 0.245, atom 11 (H): 0.278, atom 12 (H): 0.239

***

Entry 9:
The following is a quantum chemistry calculation of an isolated ion of composition C5H6N and charge +1 at a distorted geometry, from the Open Molecules 2025 dataset.

The geometry in ORCA input format:
```
! RIJCOSX wB97M-V def2-TZVPD def2/J DEFGRID3
* xyz 1 1
C 2.16 -1.10 -0.11
N 1.16 -0.55 0.06
C 0.19 0.48 0.01
C 0.55 1.77 -0.10
C -1.28 0.09 0.05
C -1.70 -1.14 -0.03
H 3.05 -1.68 0.09
H 1.62 1.99 -0.13
H -0.18 2.54 0.19
H -2.01 0.86 -0.08
H -0.82 -1.81 0.01
H -2.73 -1.44 0.03
*
```

The energy above the lowest of the compared OMol25 structures with the same formula, charge and spin is 80.9 kcal/mol. The orbital gap is 8.16 eV. Its HOMO energy is -14.01 eV.

Listed below, in e, are the natural (NBO) charges computed for each atom: atom 1 (C): 0.462, atom 2 (N): -0.184, atom 3 (C): 0.036, atom 4 (C): -0.231, atom 5 (C): -0.231, atom 6 (C): -0.304, atom 7 (H): 0.307, atom 8 (H): 0.224, atom 9 (H): 0.261, atom 10 (H): 0.238, atom 11 (H): 0.176, atom 12 (H): 0.246

***

Entry 10:
The following is a quantum chemistry calculation of an isolated ion of composition C5H6N and charge +1 at a distorted geometry, from the Open Molecules 2025 dataset.

The geometry in ORCA input format:
```
! RIJCOSX wB97M-V def2-TZVPD def2/J DEFGRID3
* xyz 1 1
C -2.25 -0.62 0.15
C -1.57 0.48 0.07
C -0.58 1.32 -0.14
C 0.59 0.65 -0.13
N 0.98 -0.51 0.15
C 1.98 0.44 -0.36
H -2.56 -1.09 1.02
H -2.83 -0.85 -0.72
H -0.69 2.33 -0.58
H 0.84 -1.47 -0.14
H 2.12 0.36 -1.38
H 2.77 0.68 0.30
*
```

The energy above the lowest of the compared OMol25 structures with the same formula, charge and spin is 101.7 kcal/mol. The orbital gap is 9.66 eV. Its HOMO energy is -15.26 eV.

Listed below, in e, are the natural (NBO) charges computed for each atom: atom 1 (C): -0.461, atom 2 (C): 0.361, atom 3 (C): -0.442, atom 4 (C): 0.430, atom 5 (N): -0.460, atom 6 (C): -0.214, atom 7 (H): 0.278, atom 8 (H): 0.290, atom 9 (H): 0.301, atom 10 (H): 0.452, atom 11 (H): 0.218, atom 12 (H): 0.247